Entry 1:
C27H52AsN2ORuSSi4 | ωB97M-V with the def2-TZVPD basis set

Results
* energy above the lowest of the compared OMol25 structures with the same formula, charge and spin: 173.1 kJ/mol
* charge: +1
* E: -139630.44233 eV
* LUMO level (alpha / beta): -0.184 / -0.169 Eh
* F_max: 2.23 eV/Å
* HOMO energy (alpha / beta): -10.6 / -10.7 eV

Each line ends with the Mulliken charge.
Positions of all 89 atoms, in Å:
Ru (0.750, -0.486, -0.040)  -1.344
O (-2.040, -1.435, 1.931)  -0.401
S (-2.179, -0.184, 1.190)  0.227
N (-1.129, 0.161, 0.187)  -0.324
C (2.819, -2.693, 1.823)  -1.163
As (0.916, -2.333, 1.670)  1.017
C (0.577, -1.805, 3.503)  -1.271
C (0.088, -4.130, 1.725)  -0.958
C (0.984, -5.125, 2.397)  -0.164
C (0.918, -5.352, 3.768)  -0.155
C (1.785, -6.247, 4.380)  -0.836
C (2.737, -6.922, 3.630)  -0.433
C (2.803, -6.712, 2.258)  -0.806
C (1.931, -5.824, 1.649)  0.193
H (3.012, -3.297, 2.707)  0.539
H (3.342, -1.739, 1.906)  0.385
H (3.193, -3.214, 0.943)  0.276
H (0.942, -2.611, 4.138)  0.492
H (-0.491, -1.673, 3.644)  0.374
H (1.091, -0.884, 3.764)  0.327
H (-0.150, -4.444, 0.714)  0.392
H (-0.845, -3.970, 2.266)  0.741
H (0.162, -4.851, 4.365)  0.484
H (1.713, -6.418, 5.447)  0.407
H (3.408, -7.623, 4.107)  0.413
H (3.534, -7.244, 1.663)  0.423
H (1.970, -5.679, 0.575)  0.367
C (0.988, 2.475, 3.898)  -0.922
N (1.562, 2.512, 2.564)  -0.027
C (0.804, 3.352, 1.651)  -0.893
C (1.853, 1.214, 2.034)  0.056
C (2.814, 1.242, 0.872)  0.356
C (3.979, 1.994, 0.965)  -0.732
C (4.868, 2.017, -0.096)  -0.816
C (4.580, 1.306, -1.259)  -1.443
C (3.428, 0.550, -1.349)  -0.745
C (2.533, 0.470, -0.272)  0.800
H (0.967, 3.482, 4.312)  0.368
H (1.610, 1.857, 4.547)  0.303
H (-0.038, 2.073, 3.908)  0.296
H (0.796, 4.376, 2.022)  0.384
H (-0.236, 3.008, 1.540)  0.251
H (1.273, 3.346, 0.667)  0.275
H (0.912, 0.690, 1.696)  -0.254
H (2.290, 0.613, 2.834)  0.412
H (4.164, 2.569, 1.864)  0.528
H (5.775, 2.604, -0.032)  0.417
H (5.251, 1.354, -2.108)  0.476
H (3.221, 0.016, -2.263)  1.270
C (-3.066, -0.663, -2.557)  -1.186
Si (-1.724, -1.967, -2.468)  0.560
C (-1.692, -2.941, -4.074)  -1.133
C (-1.981, -3.148, -1.032)  -0.472
Si (0.413, -0.804, -2.324)  1.046
Si (0.432, 0.798, -4.094)  0.616
C (0.252, -0.017, -5.766)  -1.099
C (2.046, 1.747, -4.083)  -0.955
C (-0.994, 1.967, -3.775)  -1.093
Si (2.077, -2.716, -2.742)  -0.110
C (1.943, -3.031, -4.575)  -1.221
C (3.847, -2.507, -2.197)  -0.950
C (1.300, -4.100, -1.757)  -0.646
H (-4.033, -1.077, -2.255)  0.444
H (-3.171, -0.289, -3.577)  0.293
H (-2.848, 0.184, -1.906)  0.309
H (-2.668, -3.405, -4.250)  0.473
H (-0.950, -3.741, -4.056)  0.237
H (-1.478, -2.297, -4.930)  0.223
H (-3.044, -3.252, -0.799)  0.566
H (-1.488, -2.789, -0.127)  -0.414
H (-1.594, -4.142, -1.258)  0.398
H (0.989, -0.805, -5.927)  0.280
H (0.405, 0.739, -6.541)  0.420
H (-0.740, -0.446, -5.916)  0.312
H (2.884, 1.120, -4.398)  0.267
H (2.274, 2.144, -3.092)  0.240
H (1.987, 2.588, -4.780)  0.505
H (-1.947, 1.533, -4.083)  0.306
H (-0.864, 2.903, -4.326)  0.459
H (-1.069, 2.213, -2.713)  0.286
H (2.539, -2.324, -5.156)  0.359
H (0.914, -2.975, -4.929)  0.323
H (2.318, -4.035, -4.796)  0.444
H (4.398, -1.807, -2.829)  0.349
H (4.362, -3.471, -2.252)  0.514
H (3.908, -2.147, -1.169)  0.173
H (0.361, -4.436, -2.196)  0.320
H (1.108, -3.758, -0.744)  -0.580
H (1.973, -4.963, -1.712)  0.573



Entry 2:
C16H24ClNOW | ωB97M-V with the def2-TZVPD basis set

Results
* charge: +2
* E: -34848.54516 eV
* multiplicity: 3
* LUMO level (alpha / beta): -0.371 / -0.366 Eh
* F_max: 4.89 eV/Å
* HOMO energy (alpha / beta): -15.0 / -15.0 eV

Each line ends with the Mulliken charge.
Positions of all 44 atoms, in Å:
C (0.315, 0.770, -5.092)  1.082
C (1.691, 1.264, -5.533)  -1.376
C (0.071, -0.618, -5.713)  -1.408
C (-0.812, 1.696, -5.547)  -1.389
Cl (0.283, 0.648, -3.379)  -0.194
H (0.087, -0.563, -6.812)  0.360
H (-0.910, -0.991, -5.389)  0.368
H (0.853, -1.310, -5.377)  0.369
H (1.659, 1.357, -6.624)  0.355
H (2.455, 0.538, -5.230)  0.371
H (1.923, 2.221, -5.057)  0.375
H (-0.741, 1.778, -6.639)  0.357
H (-0.719, 2.675, -5.067)  0.375
H (-1.778, 1.263, -5.257)  0.375
C (1.756, -1.300, 2.472)  -0.272
C (1.065, -2.405, 1.817)  -0.660
C (1.276, -2.256, 0.392)  -0.477
H (0.679, -3.278, 2.326)  0.573
C (2.133, -1.138, 0.189)  -0.284
C (2.398, -0.527, 1.437)  -0.572
H (3.018, 0.343, 1.599)  0.482
H (1.952, -1.217, 3.530)  0.625
H (1.018, -2.991, -0.365)  0.510
H (2.548, -0.831, -0.762)  0.507
C (-2.062, 0.630, 2.082)  -0.099
C (-1.939, -0.740, 2.565)  -0.211
C (-1.942, -1.620, 1.396)  -0.887
H (-2.055, -1.043, 3.608)  0.486
C (-2.053, -0.767, 0.218)  -0.177
C (-2.152, 0.593, 0.661)  -0.699
H (-2.356, 1.446, 0.016)  0.474
H (-2.070, 1.530, 2.700)  0.343
H (-1.954, -2.713, 1.387)  0.551
H (-2.255, -1.116, -0.794)  0.533
W (-0.062, -0.630, 1.443)  1.033
C (-1.055, 1.676, 5.397)  -1.237
C (0.262, 1.083, 4.994)  0.897
N (0.757, 0.080, 5.773)  -0.333
O (0.895, 1.468, 3.994)  -0.625
H (-1.116, 1.804, 6.484)  0.438
H (-1.904, 1.055, 5.080)  0.244
H (-1.143, 2.649, 4.910)  0.351
H (1.670, -0.289, 5.549)  0.261
H (0.312, -0.224, 6.621)  0.206



Entry 3:
C24H39F3NO7P2 | ωB97M-V with the def2-TZVPD basis set

Results
* charge: +1
* E: -68068.91257 eV
* LUMO level: -0.183 Eh
* F_max: 1.11 eV/Å
* HOMO energy: -10.5 eV

Each line ends with the Mulliken charge.
Positions of all 76 atoms, in Å:
C (-1.863, -3.853, 7.865)  -1.387
C (-2.233, -4.317, 6.448)  -0.363
P (-2.777, -2.900, 5.412)  -0.179
C (-1.425, -1.649, 5.574)  -0.103
C (0.004, -2.172, 5.329)  -0.987
C (-2.453, -3.451, 3.700)  -0.682
C (-2.866, -2.655, 2.648)  -0.193
C (-2.633, -3.029, 1.342)  0.494
C (-3.106, -2.100, 0.243)  -0.044
O (-3.285, -2.501, -0.869)  -0.451
O (-3.335, -0.837, 0.656)  -0.424
C (-2.257, 0.099, 0.360)  -0.739
C (-1.422, 0.430, 1.597)  0.052
C (-1.339, 1.920, 1.920)  0.487
C (-0.654, 2.093, 3.278)  -1.713
C (-0.625, 2.753, 0.838)  -1.449
C (0.460, 2.039, 0.029)  0.266
C (0.940, 2.929, -1.099)  -0.724
C (1.806, 2.590, -2.052)  0.686
C (2.682, 1.371, -1.960)  -1.457
C (1.977, 3.472, -3.272)  -1.314
C (-1.984, -4.253, 1.068)  -0.082
P (-1.644, -4.939, -0.606)  1.199
O (-2.826, -5.501, -1.227)  -0.622
O (-0.873, -3.831, -1.445)  -0.466
O (-0.544, -6.060, -0.299)  -0.613
C (-1.614, -5.014, 2.133)  -0.572
N (-1.846, -4.605, 3.396)  0.238
H (-1.395, -4.685, 8.387)  0.376
H (-2.736, -3.527, 8.423)  0.361
H (-1.118, -3.061, 7.840)  0.325
H (-1.345, -4.802, 6.026)  0.295
H (-3.048, -5.036, 6.505)  0.433
H (-1.527, -1.195, 6.555)  0.649
H (-1.666, -0.921, 4.799)  -0.239
H (0.540, -1.546, 4.619)  0.268
H (0.028, -3.190, 4.936)  0.284
H (0.572, -2.198, 6.257)  0.347
H (-3.389, -1.737, 2.870)  1.010
H (-1.655, -0.312, -0.449)  0.422
H (-2.740, 0.999, -0.010)  0.387
H (-1.905, -0.053, 2.452)  -0.290
H (-0.411, 0.020, 1.545)  0.357
H (-2.352, 2.317, 2.030)  0.352
H (0.364, 1.697, 3.260)  0.303
H (-1.196, 1.521, 4.037)  0.405
H (-0.651, 3.131, 3.600)  0.478
H (-0.163, 3.630, 1.293)  0.500
H (-1.354, 3.145, 0.124)  0.502
H (0.060, 1.137, -0.437)  0.047
H (1.296, 1.764, 0.680)  0.407
H (0.506, 3.924, -1.143)  0.448
H (2.336, 0.694, -1.181)  0.313
H (3.688, 1.707, -1.700)  0.297
H (2.732, 0.845, -2.913)  0.403
H (1.009, 3.628, -3.740)  0.355
H (2.344, 4.452, -2.967)  0.371
H (2.672, 3.047, -3.991)  0.270
H (-0.335, -3.238, -0.908)  0.379
H (0.260, -5.734, 0.122)  0.356
H (-1.124, -5.969, 2.025)  0.704
H (-1.551, -5.211, 4.152)  0.240
C (2.838, 4.080, -10.126)  -1.088
C (3.673, 3.239, -9.187)  -0.224
O (4.202, 4.033, -8.101)  -0.311
C (3.380, 4.267, -7.096)  0.329
O (2.252, 3.892, -6.972)  -0.512
C (4.108, 5.094, -6.015)  0.969
F (4.797, 6.102, -6.550)  -0.253
F (4.964, 4.309, -5.347)  -0.269
F (3.233, 5.591, -5.148)  -0.235
H (3.417, 4.928, -10.494)  0.305
H (2.518, 3.479, -10.977)  0.370
H (1.953, 4.468, -9.625)  0.313
H (4.549, 2.842, -9.693)  0.316
H (3.106, 2.403, -8.780)  0.318